{"formula": "C37H55Cl4FO27", "method": "wB97M-V/def2-TZVPD", "species": ["C", "C", "C", "O", "C", "O", "O", "H", "H", "H", "H", "H", "H", "C", "C", "C", "O", "C", "O", "O", "H", "H", "H", "H", "H", "H", "C", "C", "C", "O", "C", "O", "O", "H", "H", "H", "H", "H", "H", "C", "C", "C", "O", "C", "O", "O", "H", "H", "H", "H", "H", "H", "C", "C", "C", "O", "C", "O", "O", "H", "H", "H", "H", "H", "H", "C", "C", "C", "O", "C", "O", "O", "H", "H", "H", "H", "H", "H", "C", "C", "C", "O", "C", "O", "O", "H", "H", "H", "H", "H", "H", "C", "C", "C", "O", "C", "O", "O", "H", "H", "H", "H", "H", "H", "C", "Cl", "Cl", "H", "H", "C", "Cl", "Cl", "H", "H", "C", "C", "O", "C", "O", "O", "F", "H", "H", "H"], "coordinates": [[3.09552, -3.40317, -3.43072], [3.74296, -2.16451, -3.96647], [2.97496, -1.37366, -5.06538], [2.98675, -0.04170, -4.57914], [3.59739, 0.03478, -3.38951], [3.68128, 1.03257, -2.73907], [4.01424, -1.17608, -2.97162], [3.71777, -4.18421, -3.01129], [2.48922, -3.88126, -4.21176], [2.32199, -3.18522, -2.68676], [4.67518, -2.49159, -4.44077], [1.97684, -1.78783, -5.20496], [3.55619, -1.42646, -5.98135], [-2.90105, 3.35650, -0.40012], [-3.99042, 4.05279, 0.37885], [-4.93486, 4.96133, -0.44043], [-6.24331, 4.45011, -0.17085], [-6.15952, 3.38188, 0.65131], [-7.09334, 2.73127, 0.98648], [-4.88018, 3.11829, 0.97731], [-2.21521, 2.89292, 0.31619], [-2.36205, 4.04125, -1.05301], [-3.26262, 2.51308, -0.99032], [-3.52834, 4.70911, 1.12006], [-4.75272, 4.97806, -1.51394], [-4.91299, 5.98234, -0.05894], [-3.32399, -1.30152, -2.20522], [-2.97750, -1.62135, -3.62656], [-2.19598, -0.49816, -4.36200], [-1.10172, -1.19272, -4.95652], [-1.00427, -2.44915, -4.47554], [-0.13362, -3.20963, -4.75340], [-2.01426, -2.69621, -3.61630], [-3.62657, -2.20126, -1.65221], [-4.29080, -0.78787, -2.15743], [-2.57730, -0.80623, -1.59610], [-3.81669, -1.84462, -4.28494], [-1.80434, 0.25296, -3.67751], [-2.81905, -0.05742, -5.13330], [0.47644, -0.46238, -1.80713], [1.30668, -0.13052, -0.59332], [0.96548, 1.21661, 0.06081], [0.89183, 0.90485, 1.45328], [0.86440, -0.42728, 1.63356], [0.63679, -0.93682, 2.68820], [1.08630, -1.08338, 0.48501], [-0.50780, -0.83631, -1.51146], [0.89781, -1.32695, -2.32830], [0.34602, 0.41895, -2.43369], [2.37493, -0.19648, -0.79892], [-0.01502, 1.61263, -0.20539], [1.80038, 1.87142, -0.16930], [0.05477, -4.80965, -1.35403], [-0.40267, -4.49269, 0.04534], [-1.36350, -3.32134, 0.09685], [-2.61355, -3.89481, 0.49552], [-2.42633, -5.18491, 0.85338], [-3.26864, -5.88122, 1.31849], [-1.15227, -5.56883, 0.62484], [0.79713, -5.61280, -1.33559], [0.56350, -3.97337, -1.83680], [-0.73636, -5.11383, -2.04175], [0.47527, -4.33780, 0.67285], [-1.50960, -2.78212, -0.83719], [-1.09255, -2.55499, 0.82769], [0.78425, 2.79490, 4.16319], [1.14622, 4.11407, 3.48320], [2.48394, 4.68499, 3.97641], [3.16509, 5.04232, 2.77517], [2.55404, 4.46779, 1.72660], [2.92704, 4.53967, 0.60454], [1.40008, 3.87238, 2.09456], [-0.24132, 2.48453, 3.97002], [0.90160, 2.92765, 5.24155], [1.44822, 2.01032, 3.80233], [0.31360, 4.79200, 3.68268], [3.06081, 3.94637, 4.53328], [2.33270, 5.56555, 4.59514], [-0.24152, -3.86062, 3.49442], [-0.46151, -3.80883, 4.97515], [-1.64015, -4.67685, 5.48875], [-1.07421, -5.52241, 6.46967], [0.26466, -5.33630, 6.54869], [0.96881, -5.93315, 7.28971], [0.66459, -4.39145, 5.68217], [-1.10511, -3.40007, 3.00680], [-0.01778, -4.85784, 3.12414], [0.58740, -3.19380, 3.25601], [-0.55669, -2.81294, 5.40714], [-2.09568, -5.22897, 4.66250], [-2.43803, -4.07211, 5.91936], [2.52007, 4.42013, -3.16239], [1.22495, 3.90503, -2.60791], [0.18198, 4.93804, -2.10916], [-0.90695, 4.80076, -3.02321], [-0.75244, 3.67913, -3.76002], [-1.59171, 3.16901, -4.42367], [0.52124, 3.22998, -3.66682], [3.19095, 3.62106, -3.46980], [3.01452, 5.04357, -2.41085], [2.38387, 5.07173, -4.02977], [1.42050, 3.24348, -1.76386], [0.53670, 5.96465, -2.14605], [-0.13369, 4.65859, -1.10563], [4.72601, -2.43154, 0.23059], [3.91572, -3.93723, -0.23054], [6.33285, -2.32561, -0.50313], [4.10951, -1.59101, -0.06547], [4.88863, -2.41667, 1.30191], [5.39308, 2.29673, -0.26557], [4.16840, 1.62318, 0.83131], [6.92233, 2.56520, 0.56652], [5.50463, 1.55431, -1.04610], [5.06614, 3.23946, -0.68643], [-3.48220, 0.43504, 3.91624], [-2.44634, -0.63819, 3.72983], [-2.52764, -0.87405, 2.33283], [-3.05409, 0.21904, 1.73134], [-3.19641, 0.34469, 0.56060], [-3.36249, 1.15034, 2.65869], [-2.75063, -1.78033, 4.39278], [-3.38305, 1.16997, 4.70960], [-4.51200, 0.07357, 3.96026], [-1.41048, -0.37266, 3.95099]], "smiles": "O=C1OC[C@@H](F)O1.C[C@H]1COC(=O)O1.C[C@H]1COC(=O)O1.C[C@H]1COC(=O)O1.C[C@H]1COC(=O)O1.C[C@H]1COC(=O)O1.C[C@H]1COC(=O)O1.C[C@H]1COC(=O)O1.C[C@H]1COC(=O)O1.ClCCl.ClCCl", "gap_ev": 10.6, "charge": 0}


{"formula": "C32H31N5O9PSSrTe", "method": "wB97M-V/def2-TZVPD", "species": ["Sr", "O", "C", "O", "C", "C", "C", "N", "C", "C", "C", "O", "O", "H", "H", "H", "N", "C", "C", "C", "C", "C", "C", "S", "O", "O", "N", "C", "N", "C", "C", "C", "N", "H", "H", "H", "H", "H", "H", "H", "H", "H", "Te", "C", "C", "C", "C", "C", "C", "C", "C", "C", "C", "C", "C", "H", "H", "H", "H", "H", "H", "H", "H", "H", "H", "C", "O", "P", "O", "C", "O", "C", "H", "H", "H", "H", "H", "H", "H", "H", "H"], "coordinates": [[-0.48319, -0.56029, -0.24370], [5.55820, -0.79353, -4.61566], [5.41099, -1.66236, -3.72444], [6.23036, -2.48568, -3.28439], [4.03927, -1.70415, -3.08785], [2.87524, -1.88141, -3.83470], [1.64763, -1.80363, -3.20250], [1.49701, -1.55237, -1.89445], [2.62987, -1.41761, -1.17460], [3.89702, -1.49678, -1.72109], [2.38539, -1.23040, 0.29940], [2.80081, -2.09025, 1.07213], [1.63655, -0.23350, 0.56900], [2.93169, -2.03224, -4.90289], [0.73165, -1.93694, -3.77159], [4.76812, -1.40632, -1.08829], [-4.43805, -1.43071, 5.82922], [-4.16746, -1.23111, 4.47657], [-3.00943, -0.56782, 4.07318], [-2.76288, -0.34860, 2.73334], [-3.66125, -0.78374, 1.76928], [-4.82924, -1.42124, 2.16281], [-5.07794, -1.64332, 3.50631], [-3.37085, -0.54707, 0.05116], [-2.45225, -1.64582, -0.37014], [-4.64719, -0.55074, -0.60282], [-2.50098, 0.80750, -0.10819], [-3.15218, 1.98039, 0.38441], [-4.29900, 1.91941, 1.03013], [-4.80686, 3.08319, 1.42340], [-4.18336, 4.29515, 1.19117], [-2.96196, 4.22650, 0.53311], [-2.43785, 3.08188, 0.13084], [-3.63038, -1.43217, 6.43283], [-5.06313, -2.19477, 6.03282], [-2.29174, -0.23219, 4.81119], [-1.85473, 0.17570, 2.46052], [-5.53993, -1.73835, 1.41412], [-5.99189, -2.14121, 3.80940], [-5.75284, 3.03361, 1.95166], [-4.61054, 5.23346, 1.51143], [-2.38532, 5.12214, 0.32518], [-0.21209, 1.99695, -2.44441], [1.13971, 2.21626, -4.00326], [0.91786, 3.22517, -4.93863], [1.85503, 3.44462, -5.94009], [3.00478, 2.67130, -6.00890], [3.22957, 1.66007, -5.08395], [2.28522, 1.43830, -4.08625], [1.10635, 2.99692, -1.09070], [2.37769, 2.48955, -0.85505], [3.24636, 3.15446, 0.00021], [2.84710, 4.31924, 0.63557], [1.57774, 4.82958, 0.40065], [0.71243, 4.17311, -0.46318], [0.02847, 3.83940, -4.88320], [1.68198, 4.22954, -6.66761], [3.73396, 2.85505, -6.78783], [4.11376, 1.02899, -5.10620], [2.46667, 0.64577, -3.36927], [2.70540, 1.57688, -1.32629], [4.23161, 2.74299, 0.17380], [3.52321, 4.82661, 1.31143], [1.25915, 5.74413, 0.88511], [-0.27402, 4.57655, -0.65458], [-1.93508, -4.13784, 3.24272], [-1.46621, -3.13966, 2.35264], [0.08701, -2.91571, 1.98283], [0.51472, -4.41241, 1.51205], [0.71648, -4.61119, 0.11066], [0.63082, -2.95112, 3.50553], [2.02263, -3.00138, 3.82601], [-2.99955, -4.25629, 3.04654], [-1.78352, -3.82268, 4.27659], [-1.42329, -5.08759, 3.07899], [0.77816, -5.68601, -0.05414], [1.64532, -4.13692, -0.21028], [-0.12039, -4.22424, -0.47697], [2.50971, -3.81488, 3.29005], [2.07419, -3.17818, 4.89987], [2.51369, -2.06797, 3.56224]], "gap_ev": 7.3, "charge": -1}


{"formula": "C32H34Br2IOPS2Tb", "method": "wB97M-V/def2-TZVPD", "species": ["Tb", "C", "C", "C", "C", "C", "C", "C", "Br", "C", "O", "C", "C", "C", "C", "C", "C", "H", "H", "H", "H", "H", "H", "H", "H", "H", "H", "H", "H", "H", "H", "H", "H", "H", "H", "H", "H", "Br", "C", "C", "C", "C", "C", "C", "I", "H", "H", "H", "H", "S", "P", "S", "C", "C", "C", "C", "C", "C", "C", "C", "C", "C", "C", "C", "H", "H", "H", "H", "H", "H", "H", "H", "H", "H"], "coordinates": [[1.38422, -0.08939, -0.09900], [-3.05557, 5.25323, -2.92082], [-1.68823, 4.71636, -3.34887], [-1.86866, 3.84101, -4.59731], [-0.78026, 5.90760, -3.68394], [-1.01987, 3.87979, -2.27371], [0.26621, 3.39850, -2.51431], [0.87904, 2.65958, -1.53600], [2.61112, 1.79200, -1.84430], [0.31585, 2.34997, -0.28132], [1.05292, 1.68939, 0.58515], [-1.03562, 2.72735, -0.09669], [-1.63300, 3.51120, -1.08247], [-1.87346, 2.28228, 1.10512], [-2.14530, 3.50249, 1.99590], [-1.20848, 1.19056, 1.96060], [-3.20331, 1.70326, 0.59284], [-3.47059, 5.84493, -3.73267], [-2.96936, 5.89910, -2.05070], [-3.75799, 4.45049, -2.70981], [-2.35802, 4.41718, -5.37728], [-2.47909, 2.96901, -4.37179], [-0.91102, 3.49947, -4.97943], [-1.27165, 6.55381, -4.40518], [0.16077, 5.58130, -4.11645], [-0.56960, 6.48822, -2.78918], [0.78078, 3.58648, -3.44040], [-2.64061, 3.84616, -0.90617], [-1.21124, 3.90890, 2.37797], [-2.77113, 3.21962, 2.83863], [-2.65624, 4.28167, 1.43664], [-0.28858, 1.55269, 2.41824], [-1.00841, 0.27278, 1.36982], [-1.88108, 0.91787, 2.77099], [-3.82230, 2.46203, 0.12755], [-3.76640, 1.28374, 1.42225], [-3.02045, 0.91724, -0.13873], [0.47547, -2.41581, -4.53684], [-0.74964, -3.06197, -3.24863], [-1.06067, -4.41434, -3.19768], [-1.95569, -4.88630, -2.25368], [-2.55075, -4.01283, -1.35780], [-2.23928, -2.66344, -1.38945], [-1.33904, -2.20026, -2.33273], [-0.78202, -0.11007, -2.30785], [-0.59829, -5.08714, -3.90325], [-2.18600, -5.93989, -2.22236], [-3.25536, -4.37162, -0.62600], [-2.68633, -1.98283, -0.68118], [3.52862, -1.64231, -0.02948], [2.34520, -2.53256, 1.33083], [0.37530, -2.37138, 0.87018], [2.59324, -1.72109, 2.96155], [3.05146, -2.44227, 4.05646], [3.19126, -1.80834, 5.27825], [2.89798, -0.46120, 5.40395], [2.47374, 0.26821, 4.30432], [2.31643, -0.36238, 3.08578], [2.77921, -4.27484, 1.56281], [1.88639, -5.10987, 2.22932], [2.24287, -6.42566, 2.45572], [3.47284, -6.89749, 2.02102], [4.34821, -6.06330, 1.34549], [4.00886, -4.74234, 1.11504], [3.31169, -3.48422, 3.94592], [3.53016, -2.37070, 6.13353], [3.01004, 0.02822, 6.35800], [2.26715, 1.32340, 4.38866], [2.00332, 0.23306, 2.21281], [0.92977, -4.72675, 2.56294], [1.55660, -7.08740, 2.96345], [3.74484, -7.92496, 2.21145], [5.29446, -6.44408, 0.99737], [4.68256, -4.08116, 0.58690]], "spin_multiplicity": 7, "gap_ev": [8.3, 8.5], "charge": 1}